(1)
Here is a cluster of 7 separate species, C38H60BI2NO12 in total from OMol25. Energies are from ωB97M-V/def2-TZVPD.

CARTESIAN COORDINATES (ANGSTROEM)
C 2.20 -3.70 -3.91
C 3.63 -3.30 -3.56
O 3.70 -2.37 -2.46
C 4.03 -2.84 -1.24
C 5.00 -2.28 -0.52
C 5.27 -2.79 0.84
O 6.37 -2.82 1.32
C 4.07 -3.28 1.57
C 3.98 -3.07 2.95
B 5.13 -2.36 3.79
O 6.05 -3.15 4.42
O 5.19 -1.00 3.90
C 4.00 -0.35 4.37
C 2.80 -3.47 3.56
C 1.74 -4.07 2.86
C 0.53 -4.43 3.70
C 0.49 -5.84 4.26
O -0.34 -6.12 5.09
N 1.44 -6.76 3.76
C 2.70 -6.67 4.55
C 0.91 -8.13 3.82
C 1.85 -4.29 1.47
C 0.66 -4.86 0.74
I 0.87 -6.95 0.27
C 0.17 -4.10 -0.50
C -1.26 -4.48 -0.84
I 0.18 -1.99 -0.08
C 3.03 -3.88 0.85
C 3.27 -3.99 -0.63
O 2.93 -4.94 -1.29
H 1.49 -3.16 -3.29
H 1.99 -3.55 -4.97
H 2.05 -4.76 -3.70
H 4.06 -2.76 -4.40
H 4.25 -4.17 -3.34
H 5.58 -1.45 -0.89
H 6.35 -2.76 5.24
H 3.34 -0.08 3.55
H 4.28 0.55 4.91
H 3.46 -0.99 5.06
H 2.67 -3.31 4.62
H -0.39 -4.26 3.15
H 0.49 -3.76 4.55
H 3.19 -7.64 4.50
H 2.50 -6.42 5.59
H 3.39 -5.95 4.11
H -0.15 -8.12 3.58
H 1.41 -8.71 3.05
H 1.05 -8.60 4.80
H -0.17 -4.83 1.44
H 0.80 -4.30 -1.36
H -1.62 -3.93 -1.71
H -1.92 -4.22 -0.01
H -1.34 -5.55 -1.01
C 1.08 2.35 -1.50
C 0.94 1.46 -2.71
C 2.05 1.50 -3.73
O -0.03 0.74 -2.85
H 0.23 2.22 -0.84
H 2.00 2.09 -0.97
H 1.13 3.39 -1.81
H 2.99 1.21 -3.27
H 2.15 2.51 -4.13
H 1.82 0.82 -4.55
C -1.29 5.41 -3.21
C -1.68 5.18 -1.76
C -3.09 5.52 -1.38
O -0.88 4.75 -0.96
H -0.25 5.14 -3.36
H -1.93 4.81 -3.86
H -1.43 6.47 -3.47
H -3.80 4.94 -1.97
H -3.28 6.58 -1.58
H -3.25 5.32 -0.32
C 4.42 4.65 3.26
C 3.83 3.33 2.85
C 3.77 3.03 1.37
O 3.41 2.53 3.66
H 4.40 4.74 4.35
H 5.45 4.72 2.92
H 3.85 5.47 2.82
H 4.78 3.04 0.95
H 3.18 3.79 0.86
H 3.33 2.05 1.21
C -6.53 3.11 -4.21
C -6.07 4.00 -3.10
C -6.66 3.74 -1.73
O -5.26 4.88 -3.28
H -6.02 3.39 -5.14
H -6.28 2.08 -3.95
H -7.61 3.19 -4.36
H -6.43 2.72 -1.43
H -7.75 3.86 -1.77
H -6.25 4.44 -1.01
C -4.83 -0.55 -1.17
C -4.29 -0.02 -2.48
C -2.84 -0.29 -2.78
O -4.98 0.62 -3.24
H -5.87 -0.27 -1.07
H -4.73 -1.63 -1.14
H -4.26 -0.13 -0.34
H -2.65 -1.37 -2.82
H -2.21 0.14 -2.01
H -2.58 0.15 -3.74
C -5.18 7.85 -1.34
C -5.70 7.30 -0.03
C -6.41 8.27 0.89
O -5.57 6.13 0.27
H -4.71 7.05 -1.90
H -6.00 8.26 -1.92
H -4.46 8.64 -1.14
H -7.28 8.70 0.38
H -5.74 9.08 1.16
H -6.74 7.75 1.78

Values from the calculation:
Strongest force on any atom ... 0.94 eV Å⁻¹
SMILES string ... CCOC1=CC(=O)c2c(B(O)OC)cc(CC(=O)N(C)C)c([C@H](I)[C@@H](C)I)c2C1=O.CC(C)=O.CC(C)=O.CC(C)=O.CC(C)=O.CC(C)=O.CC(C)=O
HOMO-LUMO gap ... 8.202 eV
HOMO ... -0.3302 hartree

(2)
Here is a cluster of 16 separate species, C38H60BrCl30F10I2N3O5PS in total at a distorted geometry from OMol25. Energies are from ωB97M-V/def2-TZVPD.

CARTESIAN COORDINATES (ANGSTROEM)
C 6.75 -2.88 0.92
C 5.64 -2.13 0.12
I 5.96 -2.01 -1.98
C 4.56 -1.57 0.69
I 4.57 -1.78 2.86
C 3.36 -0.77 0.08
C 3.85 0.73 0.30
C 4.93 1.20 -0.71
O 4.60 1.07 -2.08
C 5.72 1.45 -2.87
C 5.53 2.74 -3.70
F 5.29 3.78 -2.89
F 6.71 2.94 -4.36
F 4.61 2.60 -4.66
O 2.26 -1.21 0.99
C 1.43 -2.29 0.52
C 1.76 -3.52 1.45
C 1.33 -3.27 2.94
S 2.26 -4.40 4.11
C 2.51 -5.98 3.31
N 3.47 -6.74 3.79
N 3.45 -7.89 3.08
C 2.50 -7.78 2.18
O 1.85 -6.59 2.30
O 0.12 -1.98 0.27
C -0.82 -3.07 0.46
C -2.29 -2.78 0.03
C -2.85 -1.42 0.62
C -2.65 -3.01 -1.48
C -2.39 -1.78 -2.43
C -2.02 -4.29 -2.13
N 2.13 -2.49 -0.85
P 1.44 -3.64 -2.09
O 1.99 -3.22 -3.61
Br 2.48 -5.62 -1.73
C 2.65 -1.14 -1.25
C 1.65 -0.20 -1.96
F 0.49 -0.82 -2.34
F 2.22 0.09 -3.19
C 1.19 1.19 -1.42
F 0.31 1.59 -2.43
F 2.08 2.20 -1.51
C 0.23 1.30 -0.19
F -0.88 0.57 -0.29
F 0.75 1.12 1.02
F -0.21 2.59 -0.20
H 7.46 -3.37 0.22
H 6.33 -3.68 1.55
H 7.30 -2.11 1.49
H 4.40 0.69 1.27
H 3.03 1.44 0.49
H 5.14 2.27 -0.49
H 5.87 0.66 -0.44
H 5.87 0.62 -3.61
H 6.66 1.47 -2.28
H 2.85 -3.74 1.48
H 1.31 -4.46 1.07
H 0.27 -3.48 3.17
H 1.57 -2.22 3.21
H 2.33 -8.60 1.46
H -0.90 -3.24 1.56
H -0.48 -4.05 0.05
H -2.88 -3.55 0.58
H -3.04 -0.65 -0.15
H -3.82 -1.62 1.13
H -2.17 -1.06 1.43
H -3.75 -3.18 -1.50
H -1.69 -2.07 -3.25
H -3.35 -1.48 -2.89
H -1.96 -0.91 -1.90
H -1.72 -5.06 -1.38
H -1.19 -4.08 -2.83
H -2.81 -4.78 -2.73
H 2.92 -3.09 -0.55
H 1.75 -2.30 -3.82
H 3.28 -1.48 -2.10
C 3.51 -11.26 2.63
Cl 2.46 -10.81 1.27
Cl 2.74 -12.47 3.65
H 4.44 -11.66 2.24
H 3.71 -10.37 3.22
C -2.69 2.95 -1.51
Cl -4.12 3.50 -0.65
Cl -3.08 1.67 -2.66
H -2.25 3.78 -2.04
H -1.98 2.56 -0.78
C 6.67 -6.27 0.44
Cl 8.16 -5.61 1.12
Cl 5.26 -5.30 0.92
H 6.75 -6.26 -0.64
H 6.53 -7.28 0.80
C -7.18 5.46 0.84
Cl -8.72 6.18 0.36
Cl -7.43 4.10 1.94
H -6.66 5.11 -0.05
H -6.58 6.21 1.34
C -12.70 5.69 -0.09
Cl -13.76 6.89 -0.84
Cl -12.79 4.13 -0.92
H -11.68 6.05 -0.13
H -13.01 5.55 0.94
C 0.16 2.14 4.31
Cl 0.23 0.40 4.59
Cl -1.35 2.84 4.91
H 0.99 2.61 4.83
H 0.24 2.33 3.25
C -3.95 8.22 -0.08
Cl -3.89 6.47 0.20
Cl -5.47 8.91 0.49
H -3.13 8.68 0.46
H -3.85 8.41 -1.14
C -4.74 1.40 3.78
Cl -4.88 0.05 4.92
Cl -4.86 0.84 2.11
H -5.53 2.11 3.98
H -3.77 1.87 3.92
C 7.25 -1.95 6.55
Cl 5.54 -1.53 6.41
Cl 8.09 -1.76 5.00
H 7.71 -1.30 7.28
H 7.33 -2.98 6.87
C 8.25 5.91 -5.37
Cl 7.59 7.50 -5.74
Cl 9.92 6.02 -4.78
H 7.64 5.44 -4.61
H 8.24 5.31 -6.27
C 11.82 -3.41 4.23
Cl 10.68 -4.15 5.36
Cl 10.97 -2.69 2.84
H 12.37 -2.63 4.74
H 12.50 -4.17 3.87
C -15.05 2.50 -3.50
Cl -16.75 2.94 -3.70
Cl -14.17 2.65 -5.02
H -14.60 3.16 -2.76
H -14.99 1.47 -3.16
C -12.65 10.74 0.13
Cl -11.82 12.27 -0.20
Cl -11.49 9.43 0.39
H -13.26 10.86 1.02
H -13.27 10.50 -0.72
C 1.50 3.99 -4.01
Cl -0.21 4.38 -4.18
Cl 2.37 4.20 -5.53
H 1.94 4.65 -3.26
H 1.60 2.96 -3.69
C -7.21 1.22 -2.16
Cl -7.81 2.40 -1.00
Cl -6.27 -0.05 -1.36
H -8.05 0.76 -2.67
H -6.58 1.72 -2.89

Values from the calculation:
Strongest force on any atom ... 3.61 eV Å⁻¹
HOMO-LUMO gap ... 7.957 eV
Total charge ... +1
HOMO ... -0.4135 hartree

(3)
Here is a cluster of 3 separate species, C38H60ClF5N3O10 in total at a distorted geometry from OMol25. Energies are from ωB97M-V/def2-TZVPD.

CARTESIAN COORDINATES (ANGSTROEM)
C -2.07 5.52 -3.47
C -0.73 5.52 -3.12
C -0.07 4.37 -2.41
O -0.43 4.12 -1.28
O 0.91 3.71 -3.07
C 1.32 2.50 -2.43
C 2.43 2.71 -1.41
C 2.94 1.36 -0.85
C 2.54 1.32 0.64
C 2.80 -0.02 1.34
C 1.99 -1.19 0.73
N 0.94 -1.63 1.71
C -0.24 -0.75 1.71
C -1.40 -1.21 0.83
C -1.81 -0.07 -0.11
O -2.79 -0.45 -1.05
O -3.96 0.31 -0.71
C -1.15 -2.55 0.12
C -0.40 -2.48 -1.23
C -0.75 -3.73 -2.02
C 0.18 -4.68 -2.35
C -0.18 -5.78 -3.09
C -1.47 -5.98 -3.51
C -1.90 -7.16 -4.33
C -2.41 -5.02 -3.18
C -2.04 -3.92 -2.46
N -0.42 -3.52 0.97
C -1.31 -4.37 1.80
C -1.95 -3.67 3.03
C -3.49 -3.85 3.00
C -4.27 -2.77 3.74
F -3.51 -2.09 4.63
F -5.23 -3.40 4.47
C -5.04 -1.77 2.84
F -6.08 -1.28 3.54
F -5.55 -2.36 1.76
F -4.27 -0.72 2.51
C 0.63 -2.97 1.65
N 1.46 -3.79 2.27
C 2.63 -3.38 3.03
C 2.31 -2.63 4.35
C 3.23 -3.06 5.51
Cl 2.26 -3.36 6.98
H -2.48 5.02 -4.35
H -2.76 6.12 -2.86
H -0.13 6.39 -3.40
H 0.45 1.97 -2.03
H 1.73 1.87 -3.22
H 2.06 3.36 -0.61
H 3.24 3.24 -1.91
H 4.03 1.35 -0.90
H 2.48 0.54 -1.40
H 3.16 2.06 1.15
H 1.51 1.68 0.74
H 3.87 -0.21 1.36
H 2.48 0.09 2.38
H 2.68 -2.00 0.49
H 1.47 -0.86 -0.16
H 0.04 0.27 1.42
H -0.58 -0.67 2.75
H -2.25 -1.37 1.50
H -2.09 0.82 0.45
H -0.92 0.22 -0.68
H -4.61 0.00 -1.36
H -2.13 -2.98 -0.08
H -0.70 -1.64 -1.86
H 0.68 -2.47 -1.11
H 1.22 -4.59 -2.06
H 0.55 -6.53 -3.38
H -1.43 -8.10 -4.02
H -1.63 -7.01 -5.38
H -2.97 -7.30 -4.32
H -3.45 -5.10 -3.46
H -2.77 -3.16 -2.20
H -2.04 -4.80 1.12
H -0.73 -5.22 2.16
H -1.63 -2.64 3.17
H -1.60 -4.22 3.90
H -3.72 -4.79 3.50
H -3.85 -3.98 1.98
H 1.28 -4.78 2.20
H 3.21 -4.27 3.27
H 3.30 -2.76 2.45
H 2.52 -1.58 4.17
H 1.27 -2.72 4.66
H 3.83 -3.94 5.26
H 3.95 -2.28 5.76
C 9.04 1.34 -4.09
C 8.22 2.40 -3.39
O 7.57 1.88 -2.22
C 8.35 1.76 -1.15
O 9.52 2.04 -1.08
O 7.62 1.23 -0.15
C 8.37 0.97 1.04
H 8.42 0.46 -4.30
H 9.44 1.72 -5.03
H 9.87 1.01 -3.47
H 7.42 2.74 -4.05
H 8.83 3.27 -3.14
H 8.91 1.85 1.37
H 9.06 0.14 0.87
H 7.65 0.69 1.81
C -7.07 4.89 -0.19
C -5.82 5.54 0.37
O -5.57 6.81 -0.25
C -6.31 7.82 0.19
O -7.15 7.76 1.05
O -5.98 8.91 -0.50
C -6.76 10.07 -0.18
H -7.00 4.82 -1.28
H -7.19 3.88 0.22
H -7.96 5.47 0.05
H -4.95 4.92 0.16
H -5.89 5.65 1.45
H -6.76 10.26 0.89
H -7.78 9.94 -0.54
H -6.30 10.91 -0.69

Values from the calculation:
Strongest force on any atom ... 2.25 eV Å⁻¹
HOMO-LUMO gap ... 6.743 eV
Total charge ... +1
HOMO ... -0.3516 hartree